1:
The following is a quantum chemistry calculation of the molecule C12H21N7O3, from the Open Molecules 2025 dataset.

Each atom is followed by the atoms it is bonded to, with distances in Å.
Atoms and positions in Å:
1 C -2.44 1.80 0.34  C2 1.546, C3 1.549, H15 1.097, N34 1.455
2 C -1.15 1.38 -0.40  C1 1.546, N37 1.366, O41 1.223
3 C -3.69 1.21 -0.36  C1 1.549, C4 1.502, H16 1.099, H17 1.094
4 C -4.15 -0.12 0.15  C3 1.502, C5 1.367, N35 1.380
5 C -5.42 -0.53 0.44  C4 1.367, H18 1.081, N36 1.377
6 C -3.99 -2.17 0.81  H19 1.081, N35 1.311, N36 1.353
7 C 0.30 -0.50 -1.03  C8 1.525, C9 1.541, H22 1.096, N37 1.459
8 C 0.35 -2.00 -0.78  C7 1.525, O42 1.203, O43 1.351
9 C 1.67 0.11 -0.68  C7 1.541, C10 1.528, H23 1.094, H24 1.098
10 C 2.78 -0.34 -1.63  C9 1.528, C11 1.531, H25 1.098, H26 1.099
11 C 4.18 0.15 -1.22  C10 1.531, H27 1.097, H28 1.095, N38 1.450
12 C 4.50 0.13 1.26  N38 1.386, N39 1.279, N40 1.398
13 H -2.30 3.62 -0.50  N34 1.020
14 H -1.84 3.60 1.04  N34 1.018
15 H -2.40 1.40 1.36  C1 1.097
16 H -3.52 1.16 -1.45  C3 1.099
17 H -4.50 1.94 -0.21  C3 1.094
18 H -6.37 -0.02 0.39  C5 1.081
19 H -3.61 -3.14 1.09  C6 1.081
20 H -6.06 -2.44 1.15  N36 1.008
21 H -1.53 -0.54 0.05  N37 1.028
22 H 0.11 -0.35 -2.10  C7 1.096
23 H 1.56 1.20 -0.73  C9 1.094
24 H 1.92 -0.15 0.36  C9 1.098
25 H 2.57 0.03 -2.64  C10 1.098
26 H 2.80 -1.44 -1.70  C10 1.099
27 H 4.89 -0.08 -2.02  C11 1.097
28 H 4.19 1.24 -1.11  C11 1.095
29 H 4.75 -1.44 0.01  N38 1.011
30 H 3.52 1.69 0.78  N39 1.017
31 H 5.93 -1.05 2.07  N40 1.012
32 H 4.97 -0.21 3.16  N40 1.011
33 H -0.03 -1.58 1.04  O43 0.972
34 N -2.56 3.25 0.42  C1 1.455, H13 1.020, H14 1.018
35 N -3.27 -1.16 0.40  C4 1.380, C6 1.311
36 N -5.30 -1.84 0.86  C5 1.377, C6 1.353, H20 1.008
37 N -0.76 0.08 -0.22  C2 1.366, C7 1.459, H21 1.028
38 N 4.69 -0.43 0.00  C11 1.450, C12 1.386, H29 1.011
39 N 3.95 1.24 1.58  C12 1.279, H30 1.017
40 N 5.00 -0.70 2.27  C12 1.398, H31 1.012, H32 1.011
41 O -0.53 2.19 -1.08  C2 1.223
42 O 0.62 -2.81 -1.62  C8 1.203
43 O 0.14 -2.37 0.50  C8 1.351, H33 0.972

Computed properties:
Molar mass: 311.3 g mol⁻¹
Orbital gap: 9.4 eV
HOMO: -8.836 eV
Net charge: 0
Structure (SMILES): [H]/N=C(/N)NCCC[C@H](NC(=O)[C@@H](N)Cc1c[nH]cn1)C(=O)O

---

2:
The following is a quantum chemistry calculation of the molecule C12H21N7O3, from the Open Molecules 2025 dataset.

Each atom is followed by the atoms it is bonded to, with distances in Å.
Atoms and positions in Å:
1 C -1.24 2.26 -0.34  C2 1.494, C3 1.511, H15 1.160, N34 1.383
2 C -0.07 2.57 0.53  C1 1.494, N38 1.413, O41 1.263
3 C -1.71 0.89 -0.77  C1 1.511, C4 1.496, H16 1.156, H17 1.098
4 C -0.92 0.45 -1.96  C3 1.496, C5 1.475, H18 1.083, H19 1.160
5 C -0.97 -1.00 -2.24  C4 1.475, H20 1.098, H21 1.142, N35 1.493
6 C -1.33 -2.56 -0.32  N35 1.424, N36 1.294, N37 1.415
7 C -0.02 0.16 1.63  C8 1.519, C9 1.553, H27 1.030, N38 1.534
8 C -0.95 -0.31 2.73  C7 1.519, O42 1.218, O43 1.370
9 C 1.33 -0.60 1.79  C7 1.553, C10 1.468, H28 1.170, H29 1.084
10 C 2.39 -0.55 0.79  C9 1.468, C11 1.383, N39 1.348
11 C 3.69 -0.10 0.96  C10 1.383, H30 1.037, N40 1.388
12 C 3.39 -0.79 -1.11  H31 1.125, N39 1.311, N40 1.404
13 H -0.81 4.11 -1.22  N34 1.023
14 H -2.11 3.38 -1.79  N34 0.958
15 H -2.02 2.37 0.51  C1 1.160
16 H -1.64 0.21 0.16  C3 1.156
17 H -2.76 0.92 -1.09  C3 1.098
18 H 0.14 0.59 -1.82  C4 1.083
19 H -0.95 1.04 -2.96  C4 1.160
20 H -1.96 -1.34 -2.58  C5 1.098
21 H -0.35 -1.04 -3.20  C5 1.142
22 H 0.42 -1.71 -0.83  N35 0.979
23 H 0.30 -3.19 0.45  N36 1.079
24 H -2.91 -2.83 -1.49  N37 1.087
25 H -3.28 -3.01 0.05  N37 1.077
26 H 1.13 1.76 1.99  N38 1.098
27 H -0.45 -0.03 0.71  C7 1.030
28 H 1.89 -0.22 2.74  C9 1.170
29 H 1.24 -1.68 1.82  C9 1.084
30 H 4.08 0.50 1.72  C11 1.037
31 H 3.75 -1.01 -2.15  C12 1.125
32 H 5.26 0.18 -0.34  N40 0.992
33 H -1.64 1.39 2.60  O43 0.938
34 N -1.29 3.22 -1.34  C1 1.383, H13 1.023, H14 0.958
35 N -0.43 -1.97 -1.25  C5 1.493, C6 1.424, H22 0.979
36 N -0.75 -3.13 0.69  C6 1.294, H23 1.079
37 N -2.70 -2.32 -0.55  C6 1.415, H24 1.087, H25 1.077
38 N 0.09 1.69 1.63  C2 1.413, C7 1.534, H26 1.098
39 N 2.28 -1.04 -0.46  C10 1.348, C12 1.311
40 N 4.32 -0.14 -0.27  C11 1.388, C12 1.404, H32 0.992
41 O 0.51 3.68 0.36  C2 1.263
42 O -1.06 -1.45 3.14  C8 1.218
43 O -1.90 0.62 3.07  C8 1.370, H33 0.938

Computed properties:
Molar mass: 311.3 g mol⁻¹
Orbital gap: 8.9 eV
HOMO: -8.463 eV
Net charge: 0
Structure (SMILES): [H]/N=C(/N)NCCC[C@H](N)C(=O)N[C@@H](Cc1c[nH]cn1)C(=O)O

---

The data favor 1; the next most stable structure lies 435.2 kJ/mol above it.

---

1:
The following is a quantum chemistry calculation of a cluster of 2 separate species, C5H11NO in total, from the Open Molecules 2025 dataset.

Each atom is followed by the atoms it is bonded to, with distances in Å.
Atoms and positions in Å:
1 C -0.31 -1.53 0.40  C4 1.470, H7 1.100, H8 1.103, H9 1.083
2 N 2.14 0.08 0.99  C3 1.345, H10 1.014, H11 1.018
3 C 1.51 0.18 -0.20  N2 1.345, C4 1.396, H12 1.081
4 C 0.39 -0.60 -0.49  C1 1.470, C3 1.396, C5 1.454
5 C -0.09 -0.65 -1.86  C4 1.454, C6 1.342, H13 1.083
6 C 0.67 -0.32 -2.91  C5 1.342, H14 1.082, H15 1.082
7 H -0.63 -2.39 -0.20  C1 1.100
8 H -1.38 -1.30 0.57  C1 1.103
9 H 0.05 -1.95 1.33  C1 1.083
10 H 1.47 -0.19 1.69  N2 1.014
11 H 2.50 1.02 1.16  N2 1.018
12 H 1.78 0.95 -0.91  C3 1.081
13 H -1.04 -1.17 -1.94  C5 1.083
14 H 1.67 0.08 -2.82  C6 1.082
15 H 0.32 -0.43 -3.93  C6 1.082
16 H -2.89 2.94 2.74  O18 0.964
17 H -2.92 1.44 2.94  O18 0.962
18 O -3.50 2.20 2.82  H16 0.964, H17 0.962

Computed properties:
Molar mass: 101.1 g mol⁻¹
2S+1: 2
Orbital gap (alpha / beta): 9.4 / 6.9 eV
HOMO (alpha / beta): -13.813 / -13.989 eV
Net charge: +1

---

2:
The following is a quantum chemistry calculation of the ion C5H11NO with charge +1, from the Open Molecules 2025 dataset.

Each atom is followed by the atoms it is bonded to, with distances in Å.
Atoms and positions in Å:
1 C 1.86 -0.46 -0.23  N2 1.403, O7 1.202, H8 1.098
2 N 0.52 -0.32 -0.63  C1 1.403, C3 1.437, C5 1.437
3 C -0.03 -1.33 -1.49  N2 1.437, H9 1.090, H10 1.103, H11 1.091
4 C 0.13 1.78 0.76  C5 1.498, H12 1.083, H13 1.099, H14 1.086
5 C -0.39 0.61 -0.02  N2 1.437, C4 1.498, C6 1.643, H15 1.093
6 C -1.35 -0.25 1.00  C5 1.643, H16 1.089, H17 1.086, H18 1.084
7 O 2.43 0.33 0.48  C1 1.202
8 H 2.40 -1.26 -0.74  C1 1.098
9 H 0.82 -1.95 -1.78  C3 1.090
10 H -0.72 -2.06 -1.02  C3 1.103
11 H -0.64 -0.96 -2.31  C3 1.091
12 H -0.66 2.39 1.18  C4 1.083
13 H 0.69 1.43 1.64  C4 1.099
14 H 0.88 2.37 0.24  C4 1.086
15 H -1.15 0.82 -0.78  C5 1.093
16 H -2.33 -0.40 0.53  C6 1.089
17 H -1.57 0.43 1.81  C6 1.086
18 H -0.89 -1.16 1.36  C6 1.084

Computed properties:
Molar mass: 101.1 g mol⁻¹
2S+1: 2
Orbital gap (alpha / beta): 12.0 / 7.3 eV
HOMO (alpha / beta): -15.701 / -15.793 eV
Net charge: +1

---

3:
The following is a quantum chemistry calculation of a cluster of 2 separate species, C5H11NO in total, from the Open Molecules 2025 dataset.

Each atom is followed by the atoms it is bonded to, with distances in Å.
Atoms and positions in Å:
1 C -2.13 -0.33 -0.65  C2 1.560, H7 1.085, H8 1.086, H9 1.082
2 C -0.94 0.51 -0.10  C1 1.560, C3 1.444, H10 1.103, H11 1.098
3 C 0.35 -0.10 -0.31  C2 1.444, C4 1.384, N6 1.402
4 C 0.96 -0.36 -1.53  C3 1.384, H12 1.088, H13 1.083
5 C 0.63 -1.67 1.42  N6 1.261, H14 1.081, H15 1.083
6 N 1.07 -0.72 0.72  C3 1.402, C5 1.261
7 H -1.81 -1.00 -1.44  C1 1.085
8 H -2.76 -0.85 0.07  C1 1.086
9 H -2.77 0.43 -1.08  C1 1.082
10 H -1.05 0.78 0.97  C2 1.103
11 H -0.95 1.52 -0.54  C2 1.098
12 H 0.70 0.19 -2.43  C4 1.088
13 H 1.81 -1.03 -1.58  C4 1.083
14 H 1.30 -2.21 2.08  C5 1.081
15 H -0.36 -2.10 1.39  C5 1.083
16 H 1.72 2.90 1.48  O18 0.940
17 H 2.28 1.57 0.85  O18 0.978
18 O 1.97 2.48 0.68  H16 0.940, H17 0.978

Computed properties:
Molar mass: 101.1 g mol⁻¹
2S+1: 2
Orbital gap (alpha / beta): 10.1 / 7.1 eV
HOMO (alpha / beta): -15.016 / -14.994 eV
Net charge: +1

---

The data favor 1; the next most stable structure lies 15.8 kJ/mol above it.